Entry from the OMol25 dataset: a 10-piece molecular cluster, C29H62F12N10O27S12 overall (ωB97M-V/def2-TZVPD).

The strongest force on any atom is 10.45 eV Å⁻¹. Its charge is -2. The HOMO-LUMO gap comes out at 3.75 eV. For the relative energy (zero: lowest compared OMol25 entry of this formula, charge and spin), the calculation gives 42.6 kcal per mole. The calculation puts the LUMO energy at -1.724 eV.

Geometry (Å):
1 C 1.1360 1.7497 -3.8187
2 C 0.8528 0.7110 -2.7629
3 O 1.6746 0.3857 -1.9707
4 N -0.6000 0.1064 -2.5957
5 H -1.0443 1.0077 -2.4938
6 H -1.1031 -0.2961 -3.3734
7 C -0.7777 -0.6765 -1.2597
8 H 1.9629 2.4293 -3.6129
9 H 0.2209 2.3342 -3.9142
10 H 1.4721 1.3791 -4.7871
11 H -0.6946 -1.7261 -1.5417
12 H -1.8208 -0.6151 -0.9494
13 H -0.1044 -0.5679 -0.4095
14 C 1.6951 -4.0737 4.1577
15 C 1.1983 -2.7429 3.5852
16 C 0.0415 -2.9323 2.5968
17 C -1.2304 -3.4126 3.1997
18 C -1.8102 -2.5296 4.2250
19 C -0.7167 -2.0891 5.2899
20 N 0.6673 -1.8609 4.6905
21 O 1.6589 -1.4482 5.6043
22 C -0.5047 -3.2675 6.2843
23 C -1.2336 -0.8025 5.9808
24 C 2.3648 -2.0701 2.8533
25 H 1.0237 -4.7289 4.7126
26 H 2.5751 -3.8865 4.7731
27 H 1.9252 -4.7526 3.3366
28 H 0.4411 -3.5547 1.7961
29 H -0.1568 -1.9618 2.1419
30 H -1.1624 -4.4653 3.4741
31 H -1.9041 -3.4229 2.3429
32 H -2.6086 -2.9704 4.8219
33 H -2.2596 -1.6408 3.7820
34 H -1.3890 -3.2714 6.9217
35 H 0.3257 -3.2603 6.9904
36 H -0.5946 -4.3066 5.9676
37 H -0.5521 -0.3934 6.7266
38 H -2.1966 -0.9244 6.4768
39 H -1.4331 0.0271 5.3025
40 H 1.9577 -1.1104 2.5348
41 H 2.8022 -2.6377 2.0320
42 H 3.1865 -1.9771 3.5634
43 C 4.1152 2.6422 -1.2881
44 C 5.2948 1.7575 -0.8206
45 C 6.7094 2.2872 -1.0658
46 C 7.0201 3.4563 -0.1984
47 C 6.9741 3.0512 1.2940
48 C 5.6380 2.5178 1.7267
49 N 5.1764 1.4904 0.6986
50 O 4.1267 0.5848 1.0941
51 C 4.6198 3.6524 1.9049
52 C 5.8841 1.8788 3.1214
53 C 5.1260 0.4255 -1.5690
54 H 4.0809 2.4817 -2.3657
55 H 4.0558 3.7030 -1.0446
56 H 3.1965 2.3537 -0.7773
57 H 6.9298 2.4894 -2.1140
58 H 7.4447 1.4965 -0.9170
59 H 6.2681 4.1710 -0.5328
60 H 7.9890 3.8761 -0.4685
61 H 7.2398 3.9129 1.9063
62 H 7.8282 2.4159 1.5282
63 H 4.6967 4.4891 1.2107
64 H 4.5789 4.1828 2.8563
65 H 3.5946 3.3215 1.7391
66 H 6.2160 0.8425 3.1842
67 H 4.9239 1.8734 3.6372
68 H 6.5480 2.3824 3.8241
69 H 5.8095 -0.3587 -1.2434
70 H 5.1650 0.4543 -2.6579
71 H 4.2137 -0.1425 -1.3865
72 C -6.2966 0.9097 -3.3443
73 C -6.3658 1.6837 -1.9700
74 C -5.0552 1.0715 -1.1692
75 N -4.9568 1.4343 0.3695
76 C -5.0116 2.9711 0.6990
77 C -6.1026 0.7656 1.1048
78 C -5.6842 0.6767 2.5533
79 C -4.1322 0.6418 2.5345
80 C -3.7581 0.8072 1.0526
81 H -5.4316 1.1398 -3.9663
82 H -7.2491 0.9094 -3.8741
83 H -6.1179 -0.1424 -3.1222
84 H -7.3362 1.5521 -1.4913
85 H -6.2454 2.7669 -1.9837
86 H -4.0440 1.1283 -1.5722
87 H -5.1476 -0.0133 -1.1172
88 H -5.0720 2.9891 1.7871
89 H -5.8889 3.3022 0.1433
90 H -4.1538 3.4457 0.2224
91 H -7.0442 1.2829 0.9207
92 H -6.2889 -0.2614 0.7906
93 H -5.9744 1.5264 3.1712
94 H -6.2779 -0.0764 3.0715
95 H -3.7410 1.4958 3.0875
96 H -3.9515 -0.3850 2.8525
97 H -2.8882 1.4504 0.9197
98 H -3.5511 -0.1813 0.6425
99 N -1.6384 2.6712 -1.9972
100 S -1.1283 4.2660 -1.5233
101 O -1.9574 5.0666 -0.5767
102 O -0.5071 5.0680 -2.5943
103 F 0.0970 4.0650 -0.5389
104 S -2.6900 3.3140 -2.8911
105 O -2.1917 3.7779 -4.2053
106 O -3.8957 3.9338 -2.3046
107 F -3.1905 1.9045 -3.4591
108 N 0.7938 0.8986 3.9368
109 S 0.4256 1.7145 2.5107
110 O 1.5778 2.0018 1.6267
111 O -0.6503 2.6846 2.4614
112 F -0.2179 0.3889 1.7232
113 S 1.2868 2.1335 4.6618
114 O 0.2978 3.0101 5.3148
115 O 2.5042 2.8190 4.2365
116 F 1.7572 1.3307 6.0312
117 N 2.5195 -4.8247 -2.2505
118 S 2.5015 -3.3402 -1.4596
119 O 3.7647 -3.0499 -0.9237
120 O 1.2990 -2.9132 -0.7672
121 F 2.5306 -2.4111 -2.8137
122 S 1.4774 -5.5011 -1.3986
123 O 0.0603 -5.2554 -1.7822
124 O 1.8902 -5.7395 -0.0295
125 F 1.7579 -7.0045 -2.0325
126 N -1.8450 -0.8988 -4.7014
127 S -1.5214 -0.7016 -6.1648
128 O -1.9594 0.5371 -6.7418
129 O -1.6064 -1.9338 -6.9244
130 F 0.0970 -0.4777 -5.8650
131 S -3.3741 -1.5580 -4.9148
132 O -3.5879 -2.9773 -4.6447
133 O -4.2911 -0.9116 -5.8885
134 F -3.9395 -0.8722 -3.5839
135 N -5.9298 -3.5591 0.3183
136 S -5.5590 -3.8800 1.7334
137 O -4.5250 -3.0980 2.3676
138 O -5.7131 -5.2814 2.1022
139 F -6.9678 -3.3096 2.3206
140 S -4.2454 -3.4402 -0.1956
141 O -3.1950 -4.2272 0.3113
142 O -3.8574 -2.0771 -0.5315
143 F -4.5722 -4.1366 -1.6327
144 N 4.9422 0.4635 -7.6296
145 S 4.9093 -0.2397 -6.3034
146 O 4.3959 -1.5802 -6.1979
147 O 4.8033 0.6146 -5.1300
148 F 6.4884 -0.4837 -6.1015
149 S 3.2818 0.5766 -7.5282
150 O 2.7530 1.7521 -6.9159
151 O 2.4538 -0.6406 -7.7151
152 F 3.1089 0.9972 -9.0611